Run A
14
Properties=species:S:1:pos:R:3 method="wB97M-V/def2-TZVPD" e_lumo_ev=0.44 homo_ev=-8.948
C 1.07 0.36 0.06
Br -3.17 -1.06 -0.23
H -1.45 0.09 -1.56
C -0.50 0.20 0.44
C -1.31 -0.51 -0.62
H 1.53 0.85 0.89
H 1.07 0.92 -0.85
H 1.41 -0.57 -0.07
O -1.89 2.35 1.66
O -0.72 -0.20 1.71
H -0.67 0.51 2.38
C -1.30 2.19 0.63
Cl -0.99 3.27 -0.66
H -0.76 -1.43 -0.80

=====

Run B
14
Properties=species:S:1:pos:R:3 method="wB97M-V/def2-TZVPD" e_lumo_ev=0.83 smiles=Cl[C@H](Br)C1OCCO1 homo_ev=-10.041
Br 0.63 -2.63 2.97
C 0.00 1.26 0.22
H -0.60 1.87 0.88
O -0.75 -0.87 -0.41
C -0.53 -0.85 0.98
O 0.44 0.21 1.16
H -1.76 0.81 -0.98
H -1.48 -0.81 1.50
H 0.99 1.68 -0.17
Cl -1.45 -3.28 0.78
H -0.45 0.37 -1.91
C -0.77 0.49 -0.85
C -0.01 -2.40 1.18
H 0.78 -2.39 0.46

=====

The most stable arrangement is run B, and the next structure is 0.0134 hartree less stable.

=====

Run A
9
Properties=species:S:1:pos:R:3 method="wB97M-V/def2-TZVPD" e_lumo_ev=0.45 smiles="O=CS/C=N/O" homo_ev=-9.519
C 2.06 0.21 0.13
H -3.53 0.10 -0.01
H 3.03 -0.23 0.49
N -1.79 -0.34 0.18
O 1.88 1.39 -0.03
C -0.64 0.07 -0.17
S 0.75 -1.01 -0.07
H -0.39 1.06 -0.44
O -2.76 0.63 0.02

=====

Run B
9
Properties=species:S:1:pos:R:3 method="wB97M-V/def2-TZVPD" e_lumo_ev=0.11 homo_ev=-10.456
H -1.39 -0.13 1.34
C 0.87 -0.82 0.14
O 1.85 1.09 -0.60
N 1.81 0.02 0.28
S -0.49 -0.53 -1.03
C -1.73 0.15 0.20
O -2.75 0.67 -0.14
H 0.94 1.22 -0.97
H 0.88 -1.67 0.80

=====

Run C
9
Properties=species:S:1:pos:R:3 method="wB97M-V/def2-TZVPD" e_lumo_ev=-0.18 smiles="C=C=S.O=NO" homo_ev=-8.656
H -1.40 -1.70 -0.94
C -1.42 0.07 0.22
N 1.38 1.01 0.55
C -1.25 -1.20 -0.03
O 1.71 0.67 -0.72
H 1.77 1.28 -1.42
H -0.64 -1.75 0.72
S -1.39 1.62 0.43
O 1.24 0.01 1.19

=====

Run D
9
Properties=species:S:1:pos:R:3 method="wB97M-V/def2-TZVPD" e_lumo_ev=0.65 smiles="O=C1ON1CS" homo_ev=-9.388
O 0.46 2.60 -3.06
C -0.54 0.27 -0.14
H -0.67 -0.71 -0.55
H 1.86 0.07 -0.04
N -0.65 1.27 -1.31
H -1.33 0.57 0.55
S 0.97 0.49 0.85
C -0.12 2.43 -2.07
O -0.82 2.78 -1.05

=====

The most stable arrangement is run A, and the next structure is 0.0156 hartree less stable.

=====

Run A
31
Properties=species:S:1:pos:R:3 method="wB97M-V/def2-TZVPD" e_lumo_ev=0.71 smiles=Cc1ccc(O)cc1.Cc1ccccc1 homo_ev=-8.173
C 1.61 -0.26 -1.69
C -2.10 0.91 3.45
H 3.11 -0.06 -0.21
C 0.46 -1.10 -2.22
C -0.16 2.03 -0.21
H 1.58 0.65 -2.15
H 1.70 1.67 0.68
C -2.17 1.68 1.05
O 2.80 -2.02 1.00
C 2.05 -1.90 -0.03
H -3.27 1.77 1.14
H -1.58 0.12 3.94
H -2.23 2.24 -1.09
C 1.05 -2.68 -0.57
H -1.94 1.92 4.06
C 0.03 1.04 2.01
C -0.58 -0.45 -3.10
C 0.37 -2.37 -1.82
C 2.42 -0.66 -0.65
C -1.60 2.01 -0.19
H -3.21 0.65 3.42
H 1.00 -3.79 -0.22
H -0.45 -3.05 -2.12
H -0.11 0.27 -3.88
H 3.38 -2.77 1.21
H -1.32 0.10 -2.57
C 0.62 1.50 0.83
C -1.40 1.20 2.08
H 0.43 2.19 -1.18
H -1.03 -1.25 -3.63
H 0.55 0.39 2.67

=====

Run B
31
Properties=species:S:1:pos:R:3 method="wB97M-V/def2-TZVPD" e_lumo_ev=0.69 smiles=Cc1ccc(O)cc1.Cc1ccccc1 homo_ev=-8.157
C -1.39 0.73 -1.40
C 2.62 -0.24 0.42
H 2.90 0.55 -0.14
C 0.12 1.14 -3.42
C -2.20 -0.12 -0.61
C 0.49 0.63 1.32
O -3.05 -2.10 -0.09
H 0.08 -1.55 -3.33
H -0.76 1.30 -4.02
C -0.32 0.99 2.45
H -0.05 0.63 0.28
H -2.77 0.29 0.14
H -1.68 -3.09 -2.22
H 1.97 -0.84 -0.46
C -2.21 -1.51 -0.87
C 1.44 0.63 3.92
H 3.55 -0.77 0.71
C 2.23 0.08 2.92
H -1.41 1.22 2.31
H -3.38 -2.99 -0.16
H 3.29 0.16 2.89
H -0.47 1.50 4.58
H 0.61 1.92 -2.94
H 1.74 0.47 4.98
C -0.75 -1.20 -2.77
C -1.57 -2.03 -1.99
C 1.80 0.10 1.63
C -0.58 0.19 -2.45
H 0.86 0.85 -3.95
C 0.10 1.12 3.74
H -1.22 1.92 -1.49

=====

Run C
31
Properties=species:S:1:pos:R:3 method="wB97M-V/def2-TZVPD" e_lumo_ev=0.88 smiles=Cc1ccc(O)cc1.Cc1ccccc1 homo_ev=-8.365
H -2.42 -3.73 -0.39
H 2.38 5.52 -1.46
C -1.75 -3.18 0.25
H -0.97 -0.04 1.12
C 1.20 3.73 -1.09
C 0.10 -1.78 1.79
C 0.22 -3.15 1.63
H 1.63 3.41 0.97
C 0.79 1.65 0.02
H -3.63 -0.64 0.32
H 0.62 3.73 -3.16
H -0.64 -4.93 0.83
C 0.80 3.13 -2.28
C 1.26 2.95 0.06
C 0.58 1.75 -2.37
H -3.47 -1.60 -1.15
C -1.82 -1.79 0.30
O 1.23 -3.77 2.31
C -0.89 -1.12 1.08
H 1.31 5.66 -0.06
H 0.80 -1.23 2.40
C -2.92 -1.04 -0.41
H 1.15 -4.72 2.22
H -2.47 -0.16 -0.88
C -0.73 -3.86 0.91
H 0.66 5.74 -1.67
C 0.54 1.03 -1.20
H 0.79 1.07 0.93
H 0.45 -0.05 -1.21
C 1.41 5.22 -1.06
H 0.49 1.37 -3.37

=====

The most stable arrangement is run C, and the next structure is 0.0980 hartree less stable.

=====

Run A
15
Properties=species:S:1:pos:R:3 method="wB97M-V/def2-TZVPD" e_lumo_ev=-5.52 homo_ev=-13.893 charge=+1
H 1.60 -1.29 -2.49
H -2.44 -0.39 2.34
H -1.46 0.65 3.32
H 2.04 -1.62 -0.28
N -0.29 0.26 0.60
C -1.92 0.50 2.41
H 0.06 1.13 -2.20
N 1.60 -0.44 -2.06
N -0.84 0.83 1.53
H -2.62 1.23 2.24
C 1.77 -0.57 -0.64
C 0.37 -0.18 -0.37
H -0.48 -0.40 -2.40
C 0.28 0.04 -1.88
H 2.35 0.25 -0.13

=====

Run B
15
Properties=species:S:1:pos:R:3 method="wB97M-V/def2-TZVPD" e_lumo_ev="-4.26 / -4.44" homo_ev="-13.027 / -13.207" charge=+1
H -1.17 -0.65 -2.07
C 0.28 -0.29 1.24
N 1.02 0.48 0.24
H 1.40 0.65 -1.80
C 0.86 -0.06 -1.13
C -1.12 -0.30 0.88
N -2.20 -1.04 1.26
H -0.96 1.06 -1.43
H 1.95 0.52 0.47
N -2.29 0.15 1.50
C -0.58 0.15 -1.60
H 0.42 0.29 2.25
H 1.07 -1.15 -1.22
H 0.62 1.45 0.25
H 0.68 -1.26 1.16

=====

The most stable arrangement is run A, and the next structure is 0.0586 hartree less stable.

=====

Run A
9
Properties=species:S:1:pos:R:3 method="wB97M-V/def2-TZVPD" e_lumo_ev=1.06 smiles=CCO homo_ev=-10.310
H 0.12 1.15 0.90
H -1.42 -0.61 -0.95
H 0.93 -1.02 0.56
C 0.10 0.54 0.05
O 1.25 -0.27 -0.10
H -2.05 0.36 0.23
H 0.35 1.29 -0.68
C -1.24 -0.19 -0.05
H -1.08 -1.07 0.66

=====

Run B
9
Properties=species:S:1:pos:R:3 method="wB97M-V/def2-TZVPD" e_lumo_ev=0.85 smiles="C=C.O" homo_ev=-10.142
H -1.48 0.22 1.27
H -0.33 -1.16 -3.24
O 0.17 -1.19 -2.34
C 0.59 0.90 0.83
H 0.62 0.69 -0.22
H 1.65 0.93 1.25
C -0.42 0.50 1.59
H -0.24 0.27 2.62
H -0.55 -1.16 -1.76

=====

The most stable arrangement is run A, and the next structure is 0.0160 hartree less stable.

=====

Run A
9
Properties=species:S:1:pos:R:3 method="wB97M-V/def2-TZVPD" e_lumo_ev=0.68 homo_ev=-9.637
H 0.55 1.59 0.54
H -0.94 -1.25 -0.12
C 0.33 0.87 -0.26
C -0.05 -0.42 0.43
H 0.82 -0.94 0.87
H 1.21 0.77 -0.89
O -1.21 -0.54 1.03
H -0.19 -1.34 -0.77
H -0.52 1.26 -0.83

=====

Run B
9
Properties=species:S:1:pos:R:3 method="wB97M-V/def2-TZVPD" e_lumo_ev=0.92 smiles="C=C.O" homo_ev=-10.066
H -0.45 -1.25 -1.68
H 0.08 0.92 -0.58
C -0.31 -1.16 -0.60
H 0.16 0.07 1.08
H 0.02 0.34 -3.11
O -0.68 1.04 -3.09
H -1.38 0.70 -3.69
C 0.00 0.00 0.00
H -0.39 -2.08 0.00

=====

The most stable arrangement is run B, and the next structure is 0.1169 hartree less stable.

=====

Run A
9
Properties=species:S:1:pos:R:3 method="wB97M-V/def2-TZVPD" e_lumo_ev=1.02 smiles="C=C.O" homo_ev=-9.933
C 0.47 0.80 0.58
H 1.61 0.80 0.32
H -0.25 -1.09 -2.40
H 0.51 -1.02 1.60
C -0.07 -0.20 1.23
H -1.13 -0.20 1.52
H -0.17 1.68 0.34
H -0.46 0.09 -1.63
O -0.50 -0.87 -1.56

=====

Run B
9
Properties=species:S:1:pos:R:3 method="wB97M-V/def2-TZVPD" e_lumo_ev=1.04 smiles=CCO homo_ev=-10.352
H -1.79 0.28 -0.31
H -0.87 -0.85 -0.92
H 0.48 1.07 0.93
H 0.58 1.11 -0.95
C -0.87 -0.27 -0.08
C 0.38 0.51 -0.03
O 1.48 -0.34 -0.21
H -1.03 -0.82 0.86
H 1.64 -0.68 0.70

=====

The most stable arrangement is run B, and the next structure is 0.0202 hartree less stable.

=====

Run A
12
Properties=species:S:1:pos:R:3 method="wB97M-V/def2-TZVPD" e_lumo_ev=0.67 homo_ev=-10.226
C 1.01 0.03 0.49
H -0.45 1.89 -0.92
H 1.20 0.16 1.56
N -1.97 0.84 2.97
H -0.07 -1.88 0.77
C 0.13 -1.06 0.06
N -0.98 1.02 -0.73
H 0.04 -1.35 -0.97
H 1.61 0.58 -0.17
C -1.40 0.63 2.00
C -0.42 0.29 0.35
H -1.23 0.46 -1.58

=====

Run B
12
Properties=species:S:1:pos:R:3 method="wB97M-V/def2-TZVPD" e_lumo_ev=0.68 homo_ev=-8.422
N 1.35 1.08 0.57
H 0.42 -1.46 -1.19
H -1.76 -1.38 -0.39
H 2.04 -0.82 0.72
H -1.86 0.19 0.40
C 0.36 -0.54 -0.62
C -1.20 -0.64 0.18
N 1.43 -0.21 0.20
C 0.32 1.57 -0.07
C -0.37 0.63 -0.98
H 0.10 2.62 0.05
H -0.85 -1.05 1.13

=====

Run C
12
Properties=species:S:1:pos:R:3 method="wB97M-V/def2-TZVPD" e_lumo_ev=1.11 smiles="N=C1CC1.C#N" homo_ev=-9.254
C -0.46 0.67 -0.14
C 0.54 1.32 0.69
H 1.46 0.90 0.83
H -0.22 -0.63 1.68
C -0.55 0.34 1.26
N 1.61 -2.28 -0.48
N -1.19 0.60 -1.15
C 0.68 -2.35 -1.15
H -0.08 -2.55 -1.99
H 0.70 2.28 0.94
H -1.53 0.62 1.61
H -0.96 1.08 -2.10

=====

The most stable arrangement is run A, and the next structure is 0.0118 hartree less stable.

=====

Run A
18
Properties=species:S:1:pos:R:3 method="wB97M-V/def2-TZVPD" e_lumo_ev="-8.48 / -13.50" homo_ev="-21.581 / -21.263" spin_multiplicity=2 charge=+2 s2=0.780
C 0.63 -0.66 0.72
O 0.38 -0.71 1.92
H -0.66 -0.24 -0.88
N 1.58 -1.50 0.22
H 1.78 -2.30 0.83
H -2.64 1.16 -0.80
H -0.98 0.88 1.58
H 3.10 -1.97 -1.11
C -2.37 1.45 0.22
H -3.04 0.92 0.89
C -0.08 0.35 -0.17
N -0.95 1.24 0.62
H 1.44 -2.14 -1.76
H -0.52 2.16 0.75
C 2.10 -1.52 -1.14
H 0.63 0.89 -0.79
H 2.30 -0.48 -1.40
H -2.69 2.48 0.31

=====

Run B
18
Properties=species:S:1:pos:R:3 method="wB97M-V/def2-TZVPD" e_lumo_ev="-7.75 / -14.04" homo_ev="-18.173 / -17.957" spin_multiplicity=2 charge=+2 s2=0.755
H 2.40 1.96 -1.68
H 1.84 0.70 0.49
H -1.48 1.07 1.25
C -1.00 0.07 1.32
H -2.60 -0.81 0.76
N -1.87 -1.05 1.43
H 1.18 -1.45 -0.42
H 0.87 2.05 0.31
H -0.16 0.19 2.00
H -2.23 -1.28 2.40
H -0.30 -2.10 -0.44
N 0.22 -1.25 -0.68
C 1.66 1.16 -1.49
H -0.99 0.51 -0.82
O 1.37 0.50 -2.46
H 0.37 -1.30 -1.73
C -0.27 0.05 -0.11
C 0.97 0.95 -0.14

=====

The most stable arrangement is run A, and the next structure is 0.0494 hartree less stable.

=====

Run A
8
Properties=species:S:1:pos:R:3 method="wB97M-V/def2-TZVPD" e_lumo_ev="-2.64 / -2.67" homo_ev="-9.601 / -9.620"
H -1.54 -0.96 1.16
H 1.35 -0.49 -1.02
O -1.01 -0.93 0.37
S -1.60 2.17 2.60
H -1.09 1.11 -1.32
O 1.30 -0.73 -0.04
O -0.21 1.06 -0.87
P 0.16 0.21 0.49

=====

Run B
8
Properties=species:S:1:pos:R:3 method="wB97M-V/def2-TZVPD" e_lumo_ev="-3.53 / -3.55" homo_ev="-9.169 / -9.169"
O -0.92 0.30 0.88
S -4.07 -0.03 0.28
P 0.14 0.64 -0.34
H 1.48 0.16 1.10
H -1.79 0.42 0.62
O 1.53 0.91 0.55
O 0.49 -0.79 -0.97
H -0.13 -1.40 -1.35

=====

The most stable arrangement is run A, and the next structure is 0.0058 hartree less stable.

=====

Run A
10
Properties=species:S:1:pos:R:3 method="wB97M-V/def2-TZVPD" e_lumo_ev="-1.04 / -1.99" homo_ev="-9.853 / -8.433"
H 2.03 -0.94 1.40
O 0.62 -1.41 -0.10
Cl 2.67 0.44 -0.52
H -0.60 0.11 -1.81
H -2.07 1.18 1.13
S -1.10 1.36 0.17
H 0.69 0.24 1.11
H -2.22 -0.64 -0.91
C 1.33 -0.51 0.56
C -1.36 0.17 -1.03

=====

Run B
10
Properties=species:S:1:pos:R:3 method="wB97M-V/def2-TZVPD" e_lumo_ev=-0.19 smiles="CC(=S)Cl.O" homo_ev=-8.939
H 1.94 -0.86 1.23
H 1.98 -1.20 -0.38
H -1.68 1.66 0.21
S -0.53 -0.42 -2.14
C -0.80 -0.14 -0.60
H 0.04 1.71 -0.47
O 1.50 -1.25 0.43
H -0.42 0.86 1.17
Cl -1.31 -1.49 0.43
C -0.71 1.14 0.12

=====

The most stable arrangement is run B, and the next structure is 0.1182 hartree less stable.

=====

Run A
13
Properties=species:S:1:pos:R:3 method="wB97M-V/def2-TZVPD" e_lumo_ev="-0.36 / -0.87" homo_ev="-9.168 / -9.165"
H -2.53 -0.80 1.15
C 2.25 0.49 -0.66
H -3.09 0.60 0.33
H 0.01 -0.41 1.72
C -1.02 0.16 -0.16
C -2.44 -0.23 0.15
H -2.97 -0.75 -0.73
C 3.05 -0.41 0.05
H 1.86 0.37 -1.71
N 3.50 -1.15 0.84
C -0.02 -0.14 0.63
H -1.02 0.49 -1.18
F 2.42 1.78 -0.43

=====

Run B
13
Properties=species:S:1:pos:R:3 method="wB97M-V/def2-TZVPD" e_lumo_ev=0.83 smiles=C[C@]1(C#N)C[C@H]1F homo_ev=-10.122
C 1.28 -1.35 1.36
C -0.96 -0.53 0.62
H -1.30 -1.52 0.94
C 1.21 -0.43 -1.12
H 0.66 1.58 -0.11
H -1.20 0.28 1.28
C 1.24 0.72 -0.15
C 0.61 -0.56 0.41
H 0.51 -0.63 -2.04
H 2.16 0.86 0.21
N 1.88 -2.01 2.10
H -1.27 -0.23 -0.45
F 2.35 -1.15 -1.39

=====

The most stable arrangement is run B, and the next structure is 0.1237 hartree less stable.

=====

Run A
10
Properties=species:S:1:pos:R:3 method="wB97M-V/def2-TZVPD" e_lumo_ev=-0.02 smiles="C=CCl.OSCl" homo_ev=-9.226
H 1.13 -3.79 0.01
H 0.49 0.54 -0.89
S 0.41 -1.75 0.41
O 0.50 -3.17 -0.53
H -0.98 2.74 -1.51
Cl -0.81 -2.41 1.95
C -0.62 2.42 -0.58
H -0.92 3.08 0.17
Cl 0.67 1.03 1.28
C 0.14 1.31 -0.30

=====

Run B
10
Properties=species:S:1:pos:R:3 method="wB97M-V/def2-TZVPD" e_lumo_ev="-0.72 / -0.72" homo_ev="-9.250 / -9.250"
Cl 2.25 0.63 0.36
H -1.12 1.60 -0.62
H 0.11 2.54 0.14
Cl -0.18 -4.14 0.06
C 0.61 0.56 0.18
H 0.10 1.75 -1.49
H -0.03 -2.94 0.53
S -0.12 -0.84 0.80
O -1.53 -0.89 0.55
C -0.09 1.72 -0.50

=====

The most stable arrangement is run B, and the next structure is 0.0039 hartree less stable.

=====

Run A
50
Properties=species:S:1:pos:R:3 method="wB97M-V/def2-TZVPD" e_lumo_ev=0.96 smiles=CCCCN(CCCC)CC1OCc2ccccc2CO1 homo_ev=-8.212
H -2.96 0.96 0.51
C -0.58 -1.38 0.46
H -0.29 -0.20 -1.71
C 2.87 -2.22 1.30
C -5.69 0.31 0.99
H -5.12 1.17 1.30
C -3.65 -1.08 0.35
C 5.16 1.22 0.16
H -5.94 0.42 -0.07
C 3.53 -0.47 -0.37
C 4.60 -0.44 1.78
H -0.84 -2.25 -0.16
H 6.03 1.11 2.11
H 4.11 1.09 -1.70
C 0.94 -1.19 0.37
H 2.98 -3.02 0.56
C -2.59 -0.04 0.73
H 4.72 -0.87 2.77
H 1.16 1.60 -1.30
C -0.78 2.52 -1.03
H 3.10 -1.89 -1.91
C -1.30 0.04 -1.35
H -1.22 3.50 -1.19
C 5.33 0.67 1.41
H -6.62 0.29 1.55
C 0.66 2.54 -1.53
C 4.26 0.65 -0.73
H 5.72 2.09 -0.14
H -5.55 -1.83 0.98
H -0.80 -1.61 1.51
C -4.91 -0.98 1.21
H -1.99 -0.65 -1.87
C -1.64 1.47 -1.74
N -1.29 -0.17 0.09
O 1.40 -1.68 -0.85
H -3.22 -2.08 0.46
H -2.69 1.67 -1.52
C 3.70 -1.03 0.90
O 1.50 -1.90 1.46
H 2.30 -0.32 -2.11
H -2.41 -0.10 1.81
H 1.18 -0.12 0.47
H -0.79 2.31 0.04
H 1.22 3.34 -1.04
H -3.93 -0.95 -0.70
H -4.63 -1.06 2.26
H 0.70 2.70 -2.60
H 3.18 -2.60 2.28
H -1.52 1.57 -2.83
C 2.58 -1.09 -1.37

=====

Run B
50
Properties=species:S:1:pos:R:3 method="wB97M-V/def2-TZVPD" e_lumo_ev=0.86 smiles=Cc1cc(OCCOCCN2CCCC2)ccc1C(C)C homo_ev=-8.147
H -1.29 -0.92 0.68
C -1.88 1.08 0.16
H 3.95 -2.06 0.53
H 1.26 0.87 -1.56
C -2.96 1.89 -0.17
H 7.19 1.77 -0.77
C 6.26 1.26 -0.53
C -5.89 -0.52 -0.07
H 3.48 0.51 -1.08
C -3.39 -0.80 0.36
H -5.78 -0.85 -2.20
H 1.26 1.71 0.73
C -2.11 -0.26 0.42
C 6.27 -0.19 -1.05
H 5.26 -0.68 2.00
H 6.88 1.55 1.55
H -6.50 0.69 -1.76
C 0.95 0.17 -0.78
C -4.47 0.01 0.02
H 0.11 -0.42 -1.16
H -5.05 2.01 -0.49
H -2.59 -2.72 0.88
C -4.23 1.36 -0.23
C 3.24 -0.20 -0.28
H 5.77 -0.30 -2.01
H -6.88 1.25 0.73
H 4.18 -1.89 -1.21
C 4.25 -1.36 -0.25
N 5.64 -1.03 -0.04
C 5.98 -0.41 1.22
H -3.98 -2.79 -0.21
C 0.50 0.96 0.46
H 3.26 0.33 0.68
C 6.06 1.12 0.99
H 5.44 1.83 -0.98
H -2.78 2.94 -0.37
C -6.43 -0.36 -1.49
H 6.96 -0.78 1.52
O -0.66 1.71 0.22
O 1.96 -0.77 -0.51
H -6.40 0.07 1.95
H 0.37 0.28 1.31
H -5.89 -1.58 0.17
H 7.31 -0.53 -1.16
H 5.14 1.61 1.31
H -7.42 -0.80 -1.56
C -3.55 -2.27 0.65
H -4.21 -2.42 1.50
H -7.79 -0.25 0.92
C -6.79 0.18 0.94

=====

The most stable arrangement is run A, and the next structure is 0.0124 hartree less stable.